Entry 1:
The following is a DFT calculation (ωB97M-V/def2-TZVPD) of a single C4H4N2 molecule.

Summary:
- Energy above the lowest of the compared OMol25 structures with the same formula, charge and spin: 370.4 kJ/mol
- HOMO-LUMO gap: 7.12 eV
- Molar mass: 80.09 g/mol
- Charge: 0

Atoms and positions in Å:
N (-1.098, -0.603, 0.329)
C (-0.076, 0.443, -0.004)
C (1.253, 0.042, 0.089)
C (2.386, -0.370, 0.217)
C (-0.638, 1.456, -0.782)
N (-1.190, 2.259, -1.426)
H (-1.674, -0.932, -0.461)
H (-0.668, -1.433, 0.750)
H (-1.682, -0.141, 1.011)
H (3.388, -0.721, 0.276)

***

Entry 2:
The following is a DFT calculation (ωB97M-V/def2-TZVPD) of a molecular structure, C15H26N6O7Sr in a non-equilibrium geometry.

Summary:
- Energy above the lowest of the compared OMol25 structures with the same formula, charge and spin: 192.5 kJ/mol
- HOMO-LUMO gap (spin up / spin down): 4.53 / 4.57 eV
- Molar mass: 490.03 g/mol
- Charge: 0

Atoms and positions in Å:
O (1.919, 5.365, -1.274)
H (1.753, 6.301, -1.073)
Sr (0.400, 0.748, 0.264)
N (2.085, -0.792, 0.780)
N (1.947, 1.163, -1.346)
N (-0.713, 0.292, 2.246)
N (-0.977, 2.521, 0.478)
O (1.957, -1.744, 1.623)
O (-0.640, -0.955, 2.904)
O (-1.055, 3.408, -0.638)
O (1.308, 1.758, -2.312)
C (2.602, 0.011, -1.509)
C (2.727, -0.976, -0.405)
C (-1.867, 0.922, 2.123)
C (-2.022, 2.054, 1.134)
C (3.636, -2.183, -0.458)
H (3.051, -3.115, -0.325)
H (4.339, -2.131, 0.401)
H (4.201, -2.205, -1.401)
C (3.371, 0.010, -2.794)
H (3.811, 1.020, -2.896)
H (2.646, -0.054, -3.620)
H (4.141, -0.766, -2.829)
C (-3.000, 0.633, 3.082)
C (-3.311, 2.825, 1.043)
H (-2.592, 0.080, 3.942)
H (-3.788, 0.013, 2.625)
H (-3.459, 1.570, 3.439)
H (-3.340, 3.287, 0.047)
H (-3.283, 3.653, 1.773)
H (-4.206, 2.210, 1.209)
H (0.252, -1.361, 2.682)
H (-0.209, 3.304, -1.143)
C (2.260, 4.709, -0.047)
H (2.694, 3.754, -0.367)
H (1.336, 4.454, 0.499)
H (2.963, 5.281, 0.596)
O (1.862, 1.539, 2.392)
H (1.107, 1.241, 2.921)
H (2.329, 0.690, 2.302)
N (-1.561, -5.837, -1.023)
C (-0.811, -4.789, -0.733)
O (0.358, -4.909, -0.297)
C (-1.412, -3.437, -0.947)
C (-2.662, -3.166, -1.533)
C (-3.080, -1.843, -1.645)
C (-2.240, -0.818, -1.193)
N (-1.032, -1.079, -0.687)
C (-0.626, -2.347, -0.530)
H (-1.184, -6.773, -0.859)
H (-2.532, -5.788, -1.366)
H (-3.290, -3.986, -1.893)
H (-4.029, -1.544, -2.080)
H (-2.489, 0.246, -1.228)
H (0.355, -2.463, -0.050)

***

Entry 3:
The following is a DFT calculation (ωB97M-V/def2-TZVPD) of a single C2H6N4 molecule in a non-equilibrium geometry.

Summary:
- Energy above the lowest of the compared OMol25 structures with the same formula, charge and spin: 486.6 kJ/mol
- HOMO-LUMO gap: 10.36 eV
- Molar mass: 86.10 g/mol
- SMILES string: C1Cn2[nH]n2N1
- Charge: 0

Atoms and positions in Å:
C (-0.157, 0.804, -0.778)
C (-0.480, -0.706, -0.610)
N (1.475, 0.250, 0.824)
N (0.389, 1.199, 0.550)
N (0.124, 0.085, 1.389)
N (-0.474, -0.977, 0.834)
H (0.592, 0.877, -1.545)
H (-1.063, 1.266, -1.048)
H (-1.338, -0.946, -1.117)
H (0.247, -1.389, -1.151)
H (2.104, 0.775, 1.524)
H (-1.419, -1.238, 1.128)

***

Entry 4:
The following is a DFT calculation (ωB97M-V/def2-TZVPD) of 2 unconnected molecules or ions with the total composition C4H6N2O.

Summary:
- Energy above the lowest of the compared OMol25 structures with the same formula, charge and spin: 445.7 kJ/mol
- HOMO-LUMO gap (spin up / spin down): 7.71 / 6.52 eV
- Molar mass: 98.10 g/mol
- Charge: 0

Atoms and positions in Å:
C (1.663, -0.570, 1.132)
O (0.415, -0.659, 1.304)
C (-0.496, -0.418, 0.319)
C (-1.878, -0.618, 0.412)
N (-2.408, -0.186, -0.733)
C (-1.331, 0.254, -1.443)
N (-0.142, 0.128, -0.862)
H (2.272, -0.691, 2.020)
H (2.187, 1.890, -0.413)
H (2.053, -0.362, 0.140)
H (-2.453, -1.048, 1.223)
H (-1.443, 0.703, -2.424)
H (1.561, 1.575, -0.676)

***

Entry 5:
The following is a DFT calculation (ωB97M-V/def2-TZVPD) of a gas-phase ion, C3H4NO (charge -1) in a non-equilibrium geometry.

Summary:
- Energy above the lowest of the compared OMol25 structures with the same formula, charge and spin: 243.3 kJ/mol
- HOMO-LUMO gap: 6.01 eV
- Molar mass: 70.07 g/mol
- SMILES string: CC#CN[O-]
- Charge: -1

Atoms and positions in Å:
C (-0.568, -0.108, 0.319)
C (-1.692, 0.374, 0.338)
C (0.783, -0.334, -0.113)
N (-3.355, 0.346, 0.434)
O (-3.781, -0.509, -0.498)
H (0.866, -0.896, -1.104)
H (1.406, 0.563, -0.284)
H (1.542, -0.958, 0.517)
H (-3.347, 1.449, 0.200)

***

Entry 6:
The following is a DFT calculation (ωB97M-V/def2-TZVPD) of a molecular structure, C12H30Br2O8P2S3Si2 in a non-equilibrium geometry.

Summary:
- HOMO-LUMO gap: 8.06 eV
- Molar mass: 676.49 g/mol
- Charge: 0

Atoms and positions in Å:
C (1.697, 0.806, 2.356)
C (1.341, 0.320, 1.137)
C (0.020, -0.373, 0.875)
Si (-0.042, -2.208, 1.277)
O (1.308, -3.076, 0.886)
Si (2.572, -3.290, 1.955)
C (4.142, -3.668, 1.027)
Br (4.413, -5.490, 0.563)
C (5.038, -2.751, 0.676)
C (4.877, -1.280, 1.000)
Br (6.612, -3.153, -0.296)
P (-0.713, -2.455, 3.427)
O (0.231, -1.828, 4.398)
P (-1.718, -3.060, 0.022)
S (-3.300, -1.916, 0.219)
H (1.698, 0.150, 3.224)
H (1.934, 1.860, 2.461)
H (2.008, 0.401, 0.281)
H (-0.740, 0.111, 1.481)
H (-0.208, -0.275, -0.187)
H (2.288, -4.482, 2.773)
H (2.754, -2.108, 2.808)
H (5.649, -0.689, 0.514)
H (4.886, -1.111, 2.073)
H (3.936, -0.938, 0.566)
H (-1.020, -3.810, 3.687)
H (-1.971, -1.816, 3.455)
H (-1.216, -3.095, -1.293)
H (-1.905, -4.394, 0.431)
O (-4.922, 2.066, -0.466)
S (-5.734, 1.429, 0.527)
O (-6.315, 0.150, 0.271)
O (-6.879, 2.441, 0.969)
C (-7.687, 3.027, -0.076)
C (-8.744, 2.075, -0.595)
C (-4.870, 1.375, 2.056)
H (-7.042, 3.386, -0.879)
H (-8.153, 3.898, 0.382)
H (-8.296, 1.240, -1.131)
H (-9.414, 2.601, -1.275)
H (-9.326, 1.663, 0.229)
H (-4.470, 2.362, 2.268)
H (-4.067, 0.650, 1.935)
H (-5.558, 1.054, 2.834)
O (3.139, 0.427, -1.693)
S (4.259, 0.981, -2.402)
O (4.960, 2.102, -1.859)
O (3.805, 1.311, -3.883)
C (2.617, 2.122, -4.058)
C (2.883, 3.595, -3.827)
C (5.397, -0.296, -2.783)
H (1.823, 1.752, -3.409)
H (2.307, 1.949, -5.086)
H (3.113, 3.797, -2.782)
H (2.004, 4.176, -4.105)
H (3.734, 3.928, -4.422)
H (4.857, -1.127, -3.228)
H (5.854, -0.601, -1.845)
H (6.152, 0.088, -3.464)